A structure of composition C38H16F5N8O4RhSSe at a distorted geometry, computed with ωB97M-V/def2-TZVPD.

```
74
Properties=species:S:1:pos:R:3:lowdin_charge:R:1
Rh -0.712 -0.241 0.994 0.97
Se 1.879 1.133 -1.709 1.24
S -0.591 2.136 -1.346 0.29
F 2.931 1.388 -6.968 0.10
F 1.347 1.886 -4.894 0.11
F 6.010 -0.809 -4.175 0.10
F 5.267 0.043 -6.658 0.10
F 4.427 -0.210 -2.015 0.07
O 0.128 1.885 -0.076 -0.49
O -1.268 3.399 -1.398 -0.31
O -1.303 1.001 -1.853 -0.32
O 0.706 2.317 -2.355 -0.61
N 0.511 0.614 2.317 0.00
N 2.562 -0.468 1.686 0.20
N -0.443 -2.829 -1.133 0.20
N -1.007 2.246 3.212 0.20
N -2.213 0.828 1.680 0.01
N 0.771 -1.378 0.355 -0.01
N -1.982 -1.300 -0.096 0.00
N -4.023 -0.144 0.428 0.20
C -2.104 1.818 2.615 -0.28
C 3.772 1.744 3.529 -0.03
C -3.420 2.365 2.872 -0.10
C -6.117 2.970 2.890 -0.12
C -4.326 -3.958 -3.052 -0.12
C 3.663 -4.637 -1.172 -0.12
C 2.814 -2.410 0.228 -0.11
C -2.817 -2.744 -1.670 -0.10
C 3.300 0.986 -5.742 -0.15
C -5.225 3.678 3.704 -0.12
C 2.349 -4.228 -1.316 -0.03
C 0.195 1.738 3.021 -0.29
C 4.492 0.296 -5.592 -0.15
C -4.316 1.658 2.048 -0.10
C 4.133 -2.825 0.364 -0.03
C 1.651 3.394 4.407 -0.03
C 0.648 -2.434 -0.501 -0.29
C -3.312 -1.033 -0.237 -0.29
C -5.381 -3.156 -2.606 -0.12
C 2.855 0.874 -3.356 -0.30
C -3.879 -1.943 -1.214 -0.10
C 2.491 1.248 -4.649 -0.22
C -1.633 -2.288 -0.968 -0.28
C -5.673 1.957 2.059 -0.03
C 1.924 -3.110 -0.609 -0.11
C 4.547 -3.942 -0.338 -0.11
C 4.059 0.169 -3.248 -0.25
C 2.958 3.644 4.793 -0.12
C 1.406 2.303 3.583 -0.10
C -3.035 -3.758 -2.591 -0.03
C 2.057 -1.330 0.822 -0.32
C -5.168 -2.142 -1.688 -0.03
C 4.864 -0.128 -4.324 -0.15
C -3.874 3.379 3.705 -0.03
C 4.006 2.823 4.363 -0.12
C 1.866 0.464 2.307 -0.29
C 2.464 1.488 3.138 -0.10
C -3.520 0.701 1.309 -0.28
H 5.016 3.045 4.688 0.08
H -7.170 3.227 2.921 0.08
H -4.524 -4.739 -3.777 0.08
H -2.210 -4.372 -2.928 0.10
H -6.352 1.401 1.427 0.10
H 3.183 4.486 5.438 0.08
H -6.377 -3.339 -2.996 0.08
H 5.569 -4.291 -0.247 0.09
H -3.171 3.917 4.328 0.10
H 4.812 -2.278 1.005 0.10
H 0.837 4.023 4.742 0.10
H 1.661 -4.763 -1.959 0.10
H -5.978 -1.511 -1.344 0.10
H 4.576 1.104 3.189 0.10
H -5.604 4.471 4.338 0.08
H 4.024 -5.511 -1.703 0.09
```

Properties
* E_HOMO (spin up / spin down): -1.48 / -1.48 eV
* relative energy (zero: lowest compared OMol25 entry of this formula, charge and spin): 0.000 eV
* multiplicity: 1
* charge: -2

A structure of composition C61H150F9HfN13O35S7 at a distorted geometry, computed with ωB97M-V/def2-TZVPD.

```
276
Properties=species:S:1:pos:R:3:lowdin_charge:R:1
Hf -3.019 0.259 -1.591 1.87
S -0.074 -1.534 -1.446 0.47
S -7.012 3.540 0.843 0.50
S -4.174 -2.890 -1.217 0.48
S -5.522 2.883 3.253 0.79
S -4.367 -2.442 -3.976 0.56
S -0.764 -0.567 0.886 0.57
S -2.043 0.580 -5.226 0.56
F -3.788 0.512 0.114 -0.35
F -1.027 -1.853 -2.656 -0.15
F -2.899 -3.696 -1.393 -0.12
F -5.947 4.519 0.235 -0.14
F 0.368 1.230 -4.405 0.15
F -0.985 2.906 -4.670 0.09
F -0.183 1.781 -6.419 0.22
F -1.412 0.920 1.238 -0.20
F -4.313 -1.090 -4.686 -0.15
O -1.410 -0.554 -5.775 -0.23
O -4.812 1.759 3.815 -0.20
O 3.979 1.252 4.304 -0.21
O 2.387 -7.898 -1.316 -0.21
O 1.277 -4.474 -2.627 -0.21
O 0.580 -2.184 4.336 -0.19
O -5.567 4.106 3.963 -0.21
O 0.244 -2.715 -0.741 -0.20
O -5.345 -3.674 -1.306 -0.21
O 3.696 -3.187 0.694 -0.19
O -3.386 -3.351 -4.489 -0.24
O -2.449 -6.569 2.228 -0.16
O -3.174 1.208 -5.809 -0.26
O -5.390 0.442 -1.988 -0.36
O -7.451 2.761 -0.263 -0.22
O -6.106 -0.976 4.529 -0.17
O -3.866 -2.213 0.001 -0.30
O 3.000 2.458 -1.988 -0.17
O 1.860 -3.966 -6.985 -0.26
O 0.633 -0.385 1.029 -0.24
O -1.371 -4.324 5.323 -0.20
O -6.190 8.786 1.192 -0.20
O -5.703 -2.986 -4.112 -0.25
O 4.531 0.029 -4.986 -0.22
O -2.351 0.394 -3.717 -0.48
O -2.379 9.926 -0.533 -0.20
O -0.316 4.563 1.538 -0.20
O -0.648 2.830 5.739 -0.19
O 1.615 6.120 -4.042 -0.18
O 5.251 -1.126 8.408 -0.20
O -1.545 -1.368 1.791 -0.22
O -1.637 2.091 -1.127 -0.33
O -7.977 4.304 1.501 -0.21
O 0.981 -0.754 -1.945 -0.22
O 5.644 -6.630 -9.761 -0.18
N -0.425 5.725 -0.953 -0.07
N 5.824 0.828 6.232 -0.08
N -1.245 -0.029 5.692 -0.03
N 4.296 -0.454 -0.351 -0.01
N -0.155 -7.044 0.167 -0.04
N -6.089 2.750 1.866 -0.28
N 4.371 -4.836 -7.742 -0.04
N -3.600 8.454 1.506 -0.05
N -3.372 -2.452 4.541 -0.04
N -1.153 -0.663 -0.687 -0.39
N -4.223 2.519 -1.831 -0.11
N 3.995 -2.665 -4.152 -0.02
N -3.881 -1.754 -2.465 -0.37
C 4.969 -1.761 9.664 -0.10
C -1.560 10.579 -1.440 -0.12
C 6.336 -5.772 -8.867 -0.27
C -3.300 3.625 -1.735 -0.17
C 1.968 5.281 -5.058 -0.17
C 1.958 -4.925 -8.042 -0.20
C -6.046 1.365 -2.952 -0.12
C -0.572 1.713 -5.216 -0.68
C -0.972 -5.866 0.373 -0.21
C 6.347 -0.262 8.476 -0.25
C -2.412 3.268 -0.600 -0.12
C -0.152 2.030 -1.187 0.01
C -5.722 -0.995 5.909 -0.09
C 2.924 2.131 3.981 -0.08
C 4.684 -2.337 1.193 -0.26
C 0.836 5.378 -3.044 -0.16
C -0.257 -4.698 6.173 -0.08
C 3.133 -3.081 -3.017 -0.18
C 0.241 -5.250 -3.167 -0.07
C -7.342 9.579 1.095 -0.10
C 2.242 -4.166 -3.573 -0.23
C 3.708 1.266 -1.821 -0.25
C -1.867 2.235 5.316 -0.23
C -1.640 0.902 4.691 -0.23
C -0.676 6.546 0.226 -0.19
C 5.260 1.833 4.175 -0.23
C 0.672 -3.239 -6.988 -0.11
C 5.695 0.791 -5.305 -0.06
C -3.568 -3.751 5.172 -0.23
C -3.708 -6.131 1.880 -0.15
C -4.453 7.909 2.466 -0.24
C 4.209 -4.493 0.369 -0.07
C 3.196 -5.736 -7.744 -0.19
C 3.196 -1.969 -5.245 -0.19
C -4.284 -2.245 3.406 -0.22
C 6.795 0.141 7.062 -0.23
C -0.717 4.147 6.291 -0.07
C -3.242 9.875 1.667 -0.19
C 3.754 0.903 -0.408 -0.21
C -2.036 10.220 0.802 -0.23
C 1.318 -2.931 3.482 -0.13
C -2.534 -4.179 6.124 -0.24
C -6.318 -0.368 -1.255 -0.05
C 4.186 -0.919 1.030 -0.22
C 4.072 -0.915 -5.911 -0.24
C 5.653 -5.545 -7.583 -0.21
C -5.723 -2.134 3.821 -0.24
C 6.578 -6.950 -10.800 -0.11
C 6.274 0.935 4.859 -0.21
C 3.899 3.530 -1.901 -0.11
C -1.150 5.689 1.396 -0.23
C 0.337 6.438 -1.979 -0.17
C -0.833 3.740 2.571 -0.08
C 0.154 -0.305 5.710 -0.20
C -5.039 2.459 -3.132 -0.11
C 1.237 -6.918 0.527 -0.24
C 2.058 -8.061 0.090 -0.20
C 1.816 -8.832 -2.232 -0.11
C -5.909 8.434 2.511 -0.23
C 0.912 -0.801 4.474 -0.18
C -1.487 -5.581 1.779 -0.18
H -1.697 4.008 -0.301 0.07
H -2.205 5.411 1.268 0.11
H 1.826 -3.866 -4.557 0.10
H -6.195 -2.160 2.814 0.13
H -0.583 10.023 -1.557 0.10
H -2.532 0.597 4.147 0.11
H -4.042 -1.262 3.012 0.11
H 3.070 -6.241 -6.735 0.14
H -8.269 9.016 1.081 0.09
H 7.561 0.912 7.297 0.12
H -1.038 6.254 2.384 0.15
H 0.689 -6.203 -3.491 0.09
H 2.018 -8.462 -3.265 0.09
H 0.876 -3.906 3.522 0.06
H -6.596 -1.278 -1.751 0.08
H -0.333 7.141 -2.453 0.11
H 6.271 -4.944 -6.941 0.11
H 1.533 -9.001 0.181 0.11
H -0.652 -5.314 7.043 0.10
H -0.632 -5.319 -2.477 0.10
H 7.255 1.425 4.913 0.12
H 4.870 -1.455 -6.483 0.13
H 0.191 1.699 -0.225 0.07
H 6.377 -0.031 4.373 0.11
H 2.017 1.667 4.296 0.06
H 7.281 -0.720 8.926 0.14
H 2.997 3.078 4.484 0.09
H 6.842 -5.978 -11.253 0.09
H -4.669 -1.132 5.966 0.06
H -0.183 -3.900 -6.852 0.09
H -1.337 7.378 0.070 0.09
H -1.124 9.755 1.125 0.11
H 4.943 -4.443 -0.405 0.08
H 0.212 -3.797 6.579 0.08
H 3.643 -1.055 -0.906 0.11
H 5.287 2.827 4.618 0.12
H 2.968 -2.722 -5.951 0.05
H -2.438 -2.545 4.054 0.11
H -6.591 7.697 2.985 0.13
H -0.175 2.893 2.672 0.09
H -6.157 -1.782 6.489 0.08
H -4.031 7.962 3.504 0.13
H -2.295 3.005 4.629 0.10
H -3.882 -6.016 0.780 0.09
H 2.557 -2.228 -2.643 0.08
H -4.548 -3.707 5.615 0.10
H 0.141 3.027 -1.376 0.06
H -6.166 0.884 -3.948 0.15
H 0.265 7.084 0.493 0.12
H -1.620 4.273 6.830 0.07
H 4.908 0.417 6.263 0.10
H 2.379 -3.001 3.784 0.10
H -2.796 -5.150 6.552 0.12
H -0.888 4.312 3.494 0.07
H -4.128 8.494 0.608 0.13
H 2.767 0.914 -0.023 0.10
H -3.991 10.626 1.554 0.11
H -3.631 -4.540 4.402 0.12
H 0.145 4.309 6.929 0.10
H 2.219 -9.806 -2.089 0.06
H -2.094 10.566 -2.385 0.09
H 5.337 1.469 -6.048 0.08
H 0.441 -0.291 3.618 0.09
H 4.691 -0.233 1.697 0.10
H -4.389 -6.885 2.165 0.08
H 4.599 -4.934 1.260 0.08
H -1.343 11.592 -1.085 0.08
H 3.697 -3.425 -2.161 0.10
H 4.747 -1.084 10.476 0.08
H -1.919 11.316 0.908 0.12
H -1.835 -4.512 1.869 0.13
H -0.539 -7.923 0.503 0.12
H -2.660 3.791 -2.642 0.15
H -5.389 3.498 -3.218 0.14
H -7.195 0.257 -1.181 0.09
H 5.678 -2.422 0.690 0.14
H -0.631 -5.659 2.509 0.12
H 5.448 -6.478 -6.987 0.13
H 0.529 -2.741 -7.953 0.10
H 0.738 -8.905 -2.013 0.08
H -5.805 -0.597 -0.323 0.08
H -1.742 -0.893 5.438 0.09
H 0.434 -5.289 5.581 0.08
H 3.399 4.450 -1.790 0.06
H 7.308 -0.687 6.419 0.14
H -2.424 -3.461 6.948 0.13
H 7.348 -6.211 -8.734 0.12
H 3.441 -0.460 -6.735 0.14
H -2.885 2.868 0.275 0.10
H -4.481 6.835 2.232 0.10
H 1.104 -5.601 -8.066 0.12
H 4.788 -2.453 2.264 0.11
H 1.934 -0.469 4.592 0.11
H 0.800 -2.504 -6.188 0.07
H -0.032 4.907 -3.504 0.10
H 5.835 -2.417 9.896 0.09
H 4.060 -2.384 9.533 0.09
H 0.202 1.473 -2.011 0.06
H 3.024 -8.046 0.627 0.13
H 2.921 2.274 2.902 0.09
H 0.185 4.956 -0.640 0.09
H 3.185 -0.995 1.533 0.12
H -0.381 -4.999 0.069 0.10
H -1.843 3.416 2.275 0.08
H 2.256 4.304 -4.688 0.07
H -1.846 -5.972 -0.243 0.10
H 6.529 -4.816 -9.352 0.12
H 1.238 6.951 -1.609 0.12
H -2.926 10.008 2.664 0.10
H 5.950 1.325 -4.391 0.08
H 4.648 1.360 -2.359 0.12
H 0.595 0.518 6.255 0.11
H 1.366 -6.830 1.618 0.12
H 1.633 -6.027 0.079 0.09
H 2.864 5.724 -5.573 0.11
H 6.206 -7.504 -11.632 0.07
H -4.217 -2.992 2.607 0.10
H 4.614 3.411 -1.080 0.10
H 6.481 0.098 -5.607 0.09
H 1.421 4.554 -2.561 0.10
H -4.340 2.193 -3.969 0.11
H 7.413 -7.580 -10.393 0.10
H 2.313 -1.385 -4.817 0.14
H 6.021 0.675 8.935 0.12
H -4.849 2.539 -1.038 0.09
H -6.076 -3.100 4.211 0.12
H -5.998 -0.068 6.397 0.08
H -3.893 4.528 -1.679 0.13
H 1.239 -2.598 2.416 0.09
H -2.637 2.095 6.064 0.12
H -6.030 9.318 3.212 0.13
H 4.417 3.675 -2.856 0.10
H 2.019 -4.409 -9.024 0.14
H -7.353 10.296 1.912 0.08
H -7.263 10.092 0.136 0.09
H 0.319 -1.176 6.393 0.13
H -3.985 -5.145 2.270 0.06
H -0.788 4.814 5.468 0.05
H 3.369 -5.069 -0.010 0.07
H 4.582 -1.867 -3.902 0.08
H 4.398 1.525 0.227 0.12
H 4.241 -4.278 -6.907 0.08
H 3.174 0.523 -2.315 0.09
H 5.397 1.875 3.051 0.13
H 1.139 5.091 -5.808 0.10
H 3.404 -6.416 -8.523 0.09
H -0.841 0.967 3.959 0.09
H 0.012 -4.743 -4.100 0.08
H -6.976 1.741 -2.541 0.11
H 2.896 -5.021 -3.714 0.13
```

Properties
* E_HOMO: -7.96 eV
* multiplicity: 1

Copy entry 1 word for word.
A structure of composition C38H16F5N8O4RhSSe at a distorted geometry, computed with ωB97M-V/def2-TZVPD.

```
74
Properties=species:S:1:pos:R:3:lowdin_charge:R:1
Rh -0.712 -0.241 0.994 0.97
Se 1.879 1.133 -1.709 1.24
S -0.591 2.136 -1.346 0.29
F 2.931 1.388 -6.968 0.10
F 1.347 1.886 -4.894 0.11
F 6.010 -0.809 -4.175 0.10
F 5.267 0.043 -6.658 0.10
F 4.427 -0.210 -2.015 0.07
O 0.128 1.885 -0.076 -0.49
O -1.268 3.399 -1.398 -0.31
O -1.303 1.001 -1.853 -0.32
O 0.706 2.317 -2.355 -0.61
N 0.511 0.614 2.317 0.00
N 2.562 -0.468 1.686 0.20
N -0.443 -2.829 -1.133 0.20
N -1.007 2.246 3.212 0.20
N -2.213 0.828 1.680 0.01
N 0.771 -1.378 0.355 -0.01
N -1.982 -1.300 -0.096 0.00
N -4.023 -0.144 0.428 0.20
C -2.104 1.818 2.615 -0.28
C 3.772 1.744 3.529 -0.03
C -3.420 2.365 2.872 -0.10
C -6.117 2.970 2.890 -0.12
C -4.326 -3.958 -3.052 -0.12
C 3.663 -4.637 -1.172 -0.12
C 2.814 -2.410 0.228 -0.11
C -2.817 -2.744 -1.670 -0.10
C 3.300 0.986 -5.742 -0.15
C -5.225 3.678 3.704 -0.12
C 2.349 -4.228 -1.316 -0.03
C 0.195 1.738 3.021 -0.29
C 4.492 0.296 -5.592 -0.15
C -4.316 1.658 2.048 -0.10
C 4.133 -2.825 0.364 -0.03
C 1.651 3.394 4.407 -0.03
C 0.648 -2.434 -0.501 -0.29
C -3.312 -1.033 -0.237 -0.29
C -5.381 -3.156 -2.606 -0.12
C 2.855 0.874 -3.356 -0.30
C -3.879 -1.943 -1.214 -0.10
C 2.491 1.248 -4.649 -0.22
C -1.633 -2.288 -0.968 -0.28
C -5.673 1.957 2.059 -0.03
C 1.924 -3.110 -0.609 -0.11
C 4.547 -3.942 -0.338 -0.11
C 4.059 0.169 -3.248 -0.25
C 2.958 3.644 4.793 -0.12
C 1.406 2.303 3.583 -0.10
C -3.035 -3.758 -2.591 -0.03
C 2.057 -1.330 0.822 -0.32
C -5.168 -2.142 -1.688 -0.03
C 4.864 -0.128 -4.324 -0.15
C -3.874 3.379 3.705 -0.03
C 4.006 2.823 4.363 -0.12
C 1.866 0.464 2.307 -0.29
C 2.464 1.488 3.138 -0.10
C -3.520 0.701 1.309 -0.28
H 5.016 3.045 4.688 0.08
H -7.170 3.227 2.921 0.08
H -4.524 -4.739 -3.777 0.08
H -2.210 -4.372 -2.928 0.10
H -6.352 1.401 1.427 0.10
H 3.183 4.486 5.438 0.08
H -6.377 -3.339 -2.996 0.08
H 5.569 -4.291 -0.247 0.09
H -3.171 3.917 4.328 0.10
H 4.812 -2.278 1.005 0.10
H 0.837 4.023 4.742 0.10
H 1.661 -4.763 -1.959 0.10
H -5.978 -1.511 -1.344 0.10
H 4.576 1.104 3.189 0.10
H -5.604 4.471 4.338 0.08
H 4.024 -5.511 -1.703 0.09
```

Properties
* E_HOMO (spin up / spin down): -1.48 / -1.48 eV
* relative energy (zero: lowest compared OMol25 entry of this formula, charge and spin): 0.000 eV
* multiplicity: 1
* charge: -2

Q: multiplicity of number 1 (C38H16F5N8O4RhSSe)?
A: 1

Q: Look up the multiplicity of the second one.
A: 1